Model P:
22
Properties=species:S:1:pos:R:3:mulliken_charge:R:1 method="wB97M-V/def2-TZVPD" multiplicity=1 homo_lumo_gap_ev=9.9
C 1.1560 2.0784 -0.7273 -1.2439
C 1.3235 0.7742 0.2078 -0.4426
C 0.3684 0.0855 1.0748 -0.3981
C -1.1187 -0.0975 0.7685 0.3191
C -1.1793 -0.8567 -0.6053 -0.2636
C -0.6156 -0.2523 -1.7847 -0.7545
C 0.1549 -1.3662 -0.9997 -0.4576
C 0.9874 -0.7528 0.0599 0.0221
H 1.2956 2.9975 -0.0504 0.3514
H 0.0023 2.1505 -0.8393 0.4493
H 1.9335 1.9451 -1.5576 0.2774
H 2.2665 0.7536 0.8940 0.2646
H 0.2940 -0.0401 2.1538 0.3188
H -1.5159 0.9563 0.7272 0.3601
H -1.7288 -0.4964 2.5668 0.3435
H -0.6548 -1.7943 2.1827 0.2868
H -2.0210 -1.5739 -0.7028 0.4108
H -1.1121 -0.5543 -2.6263 0.3963
H -0.2963 0.8156 -1.7767 -0.2030
H 0.2693 -2.4001 -1.1715 0.4394
H 1.9343 -1.2910 0.4492 0.3519
N -1.7431 -1.0810 1.7569 -0.8281

---

Model Q:
22
Properties=species:S:1:pos:R:3:mulliken_charge:R:1 method="wB97M-V/def2-TZVPD" multiplicity=1 homo_lumo_gap_ev="9.4 / 7.4"
C -0.2260 2.1730 -1.7971 0.1409
C 0.0930 -2.3080 0.6924 -0.7260
C -0.6728 -1.6125 -0.4524 -0.3745
C -1.2764 -0.4843 1.6498 -0.8880
C 0.2107 -0.8889 1.4351 0.8214
C -0.6735 -0.3714 0.3235 -0.0505
C 0.1931 3.4047 -2.5942 -0.7898
C 1.2580 -0.5348 2.3669 -1.1045
N 0.2437 1.8018 -0.7212 -0.4826
H -1.0373 1.4359 -2.2118 0.2851
H -0.6350 -2.9505 1.3245 0.2080
H 0.9842 -2.8381 0.3101 0.3414
H -0.0631 -1.4195 -1.3622 0.2658
H -1.7422 -1.9707 -0.6689 0.2417
H -2.0277 -1.3052 1.9308 0.1804
H -1.2224 0.2674 2.4012 0.3246
H 1.0006 2.9860 -3.2825 0.2234
H -0.6698 3.8186 -3.1798 0.2773
H 0.6858 4.0822 -1.8053 0.2542
H 1.3541 -1.4496 3.0742 0.2605
H 0.8711 0.4078 2.8013 0.3260
H 2.2428 -0.4585 1.7937 0.2651

---

Which of the structures shown above is the most stable? The most stable is model P.